ORCA calculation (wB97M-V/def2-TZVPD) on a cluster of 7 separate species, C7H27NO6 in total.

Last column: Mulliken spin population.
Geometry (Å):
C 0.39491 -3.12720 -0.58628  0.0027
C 0.51439 -1.60728 -0.53793  0.0237
C 2.00344 -1.22056 -0.55631  0.0925
C 2.42419 0.16766 -0.20177  0.0947
C 3.20822 0.47005 0.92248  0.5066
C 2.11412 1.18194 -1.22938  0.1062
C 2.75718 2.63153 -1.04582  0.0069
N -0.32505 -1.00885 0.51883  0.0081
H -0.58133 -3.44118 -0.24644  0.0010
H 0.58865 -3.57855 -1.55299  0.0004
H 1.07802 -3.55620 0.15217  0.0005
H 0.06364 -1.26547 -1.47310  0.0005
H 2.67050 -1.84720 0.04793  -0.0009
H 2.36352 -1.41364 -1.57293  0.0164
H 3.50631 1.49527 1.07866  0.0368
H 3.67348 -0.16738 1.66242  0.0050
H 2.68015 0.90812 -2.12732  0.0421
H 1.09982 1.39615 -1.51225  0.0273
H 2.00047 3.17567 -1.61263  -0.0002
H 2.74767 2.95362 -0.01662  -0.0007
H 3.67044 2.83733 -1.58927  0.0015
H -0.41560 -0.00812 0.36886  0.0029
H 0.20684 -0.90355 1.39091  0.0041
H 0.32657 1.65557 -4.16811  -0.0001
H 0.00008 0.94951 -2.86627  0.0017
O 0.35901 0.77680 -3.74742  0.0008
H -2.05138 2.01570 -0.98935  0.0000
H -1.93190 0.48314 -1.00949  0.0001
O -1.51295 1.29871 -1.31966  0.0008
H -4.41027 -0.45468 1.13377  0.0000
H -3.68082 -1.59204 1.88602  0.0001
O -4.25775 -0.77450 2.01789  0.0000
H -2.41159 -2.70313 0.32522  0.0000
H -1.73071 -1.95493 1.40642  0.0001
O -2.47816 -2.57046 1.27954  0.0007
H 1.10540 2.24297 1.45227  -0.0100
H -0.26629 1.89126 2.01971  0.0054
O 0.66624 1.51807 1.93650  0.0223
H -3.53415 1.90182 2.94989  0.0000
H -3.01831 0.64559 2.23263  0.0000
O -3.10037 1.63224 2.13313  0.0001

Output
Max |F|: 3.92 eV/A
2S+1: 2
Energy above the lowest of the compared OMol25 structures with the same formula, charge and spin: 12.9 kcal per mole
HOMO-LUMO gap (alpha / beta): 8.69 / 4.91 eV
<S²>: 0.753
Total charge: +1
LUMO energy (alpha / beta): -4.5 / -8.3 eV

***

ORCA calculation (wB97M-V/def2-TZVPD) on a structure of composition C7H28F2Mn2N14O9P.

Last column: Mulliken spin population.
Geometry (Å):
Mn -2.76468 2.14528 0.21603  4.8496
Mn 0.83716 -3.11971 -1.73007  4.8617
O -0.00598 -1.16512 -1.64604  -0.0177
P -0.13767 0.03780 -0.75604  0.0600
O -1.35697 0.90643 -0.63237  -0.0057
F 1.10231 0.99563 -0.73633  0.0123
F -0.03121 -0.57787 0.72767  0.0097
C -1.63900 -3.70057 0.33310  0.0037
O -0.50336 -3.71567 -0.23185  0.0195
N -2.23639 -2.68044 0.91675  0.0046
N -2.42893 -4.79583 0.44631  0.0026
H -1.81196 -1.78663 1.03416  0.0008
H -3.16215 -2.72547 1.30519  -0.0001
H -2.92360 -4.79914 1.32108  0.0001
H -2.13214 -5.65637 0.01245  -0.0003
C 1.84323 -1.95752 -4.44713  0.0053
O 1.84969 -2.44347 -3.29401  0.0348
N 2.98217 -1.59181 -5.06012  0.0050
N 0.78355 -1.57829 -5.16394  0.0058
H 3.83454 -1.95735 -4.66427  0.0000
H 2.88265 -1.30154 -6.01399  -0.0006
H -0.16304 -1.65928 -4.83062  0.0022
H 0.92806 -1.21375 -6.08667  -0.0001
C -1.45810 1.68314 3.10934  0.0077
O -2.27863 1.56312 2.16611  0.0276
N -0.53568 0.80333 3.45369  0.0047
N -1.30990 2.87754 3.71001  0.0055
H -0.53423 -0.05162 2.92809  0.0003
H 0.08966 1.07343 4.19026  0.0004
H -0.56802 3.19598 4.30773  0.0005
H -1.90430 3.53017 3.21970  -0.0008
C 3.16606 -2.06790 0.37367  0.0018
O 2.11856 -2.56206 -0.08854  0.0252
N 4.12916 -1.53977 -0.39177  0.0018
N 3.38669 -2.07056 1.70728  0.0046
H 3.95627 -1.57462 -1.38151  -0.0009
H 4.96229 -1.19128 0.05075  0.0005
H 2.66644 -2.51685 2.24743  -0.0004
H 4.20251 -1.56932 2.01459  -0.0005
C -4.93306 -0.37245 0.16509  0.0066
O -4.18877 0.58312 -0.06298  0.0225
N -4.96420 -1.53462 -0.57588  0.0034
N -5.62306 -0.59986 1.30649  0.0038
H -5.77081 -2.09711 -0.38088  0.0001
H -4.60323 -1.37862 -1.50726  0.0000
H -5.71689 0.04043 2.07957  -0.0003
H -6.15951 -1.44392 1.36794  0.0002
C 3.37630 2.27910 1.33384  0.0000
O 4.24462 2.52643 2.16480  0.0000
N 3.63688 2.35319 0.01803  0.0000
N 2.19459 1.70959 1.67422  0.0002
H 4.57819 2.23378 -0.31137  0.0000
H 2.85109 2.22650 -0.57691  -0.0001
H 1.47789 1.33839 1.04676  0.0005
H 2.13595 1.51565 2.65662  -0.0003
C -0.20784 4.19088 -0.13390  -0.0038
O -1.23842 3.65918 0.33102  0.0263
N 0.14553 3.95730 -1.41295  0.0038
N 0.52275 5.12792 0.43909  0.0034
H 0.91307 4.44915 -1.83810  0.0003
H -0.16892 3.10625 -1.84658  0.0021
H 1.21831 5.69269 -0.01605  -0.0002
H 0.44451 5.19497 1.44322  0.0000

Output
Max |F|: 2.96 eV/A
2S+1: 11
Energy above the lowest of the compared OMol25 structures with the same formula, charge and spin: 0.0 kcal per mole
HOMO-LUMO gap (alpha / beta): 8.88 / 8.39 eV
<S²>: 30.005
Total charge: +3
LUMO energy (alpha / beta): -7.3 / -7.8 eV

***

ORCA calculation (wB97M-V/def2-TZVPD) on a cluster of 8 separate species, C7H28FO7 in total.

Last column: Löwdin charge in e.
Geometry (Å):
F -22.37723 27.39846 -2.41903  -0.4563
C -19.49886 29.22972 -1.00847  -0.1737
O -20.10336 27.93834 -1.00645  -0.1342
H -18.87357 29.37288 -0.12721  0.0747
H -18.90594 29.30781 -1.91976  0.0547
H -20.22210 30.03826 -1.11472  0.0519
H -20.79538 27.91796 -1.67149  0.0051
C -24.49627 25.98790 -4.68896  -0.1695
O -25.21258 25.58667 -3.55595  -0.1086
H -24.83785 26.93850 -5.09858  0.0514
H -23.44216 26.11397 -4.44185  0.0704
H -24.74965 25.24179 -5.44210  0.0699
H -26.12248 25.55160 -3.86000  0.0635
C -25.92893 29.30422 -3.89638  -0.1984
O -24.90771 28.80861 -3.10093  -0.1091
H -25.84060 30.38955 -3.94476  0.0687
H -25.67970 29.00978 -4.91583  0.0602
H -26.93905 29.00231 -3.61960  0.0804
H -24.15367 29.36966 -3.29649  0.0693
C -22.91329 23.10992 -0.98882  -0.1414
O -22.93575 24.52573 -1.35998  -0.1394
H -23.43848 22.53568 -1.75205  0.0605
H -21.88474 22.77279 -0.86022  0.0619
H -23.49594 23.02752 -0.07131  0.0630
H -22.33301 24.70877 -2.08441  0.0086
C -20.18507 28.77229 -4.58559  -0.1992
O -21.37873 28.08729 -4.79590  -0.1340
H -19.46393 28.10354 -4.11566  0.0629
H -19.72306 29.08683 -5.52139  0.0693
H -20.31864 29.64381 -3.94472  0.0665
H -21.74772 27.90722 -3.92814  -0.0131
C -22.59514 30.50494 0.49728  -0.1596
O -23.12584 29.44862 -0.33239  -0.1117
H -21.50885 30.42082 0.52898  0.0534
H -22.99619 31.50062 0.30787  0.0662
H -22.97366 30.26472 1.49082  0.0697
H -22.77634 29.67433 -1.19755  0.0381
C -19.66631 25.16334 -2.43760  -0.1552
O -20.88051 25.20468 -3.14973  -0.1582
H -19.04348 25.88042 -2.97236  0.0688
H -19.94516 25.45365 -1.42465  0.0755
H -19.16632 24.19757 -2.36425  0.0695
H -21.27143 26.07053 -3.01158  0.0075

Output
Max |F|: 2.37 eV/A
Energy above the lowest of the compared OMol25 structures with the same formula, charge and spin: 60.8 kcal per mole
HOMO-LUMO gap: 9.23 eV
Total charge: -1
LUMO energy: 3.2 eV

***

ORCA calculation (wB97M-V/def2-TZVPD) on a structure of composition C7H28KN14O7.

Last column: Löwdin charge in e.
Geometry (Å):
K -0.45221 0.21312 0.35732  0.8118
C 0.79938 1.30296 -2.92638  -0.8256
O 0.13085 0.58996 -2.24060  -0.0147
N 2.06349 1.15952 -3.20203  0.1866
N 0.31804 2.36109 -3.42927  0.1938
H 2.54060 0.31984 -2.90640  0.1009
H 2.59898 1.89486 -3.64092  0.1154
H -0.65191 2.55777 -3.22777  0.1195
H 0.85339 3.07458 -3.90300  0.1242
C 2.54246 -2.41408 -0.78651  -0.6676
O 1.62334 -1.60269 -0.51143  -0.0402
N 3.05010 -2.50122 -1.99431  0.1528
N 3.18714 -3.26973 0.02936  0.1559
H 2.72943 -2.06664 -2.84778  0.1143
H 3.89685 -3.02258 -2.17122  0.1069
H 3.93940 -3.74907 -0.44439  0.1039
H 2.61768 -3.64871 0.77245  0.0707
C 2.79247 1.80074 0.97434  -0.6978
O 1.63046 1.80451 0.57856  -0.0728
N 3.13098 0.98660 1.96413  0.1835
N 3.67872 2.74185 0.84056  0.1761
H 4.13449 0.87236 1.96687  0.1193
H 2.42142 0.28422 2.11670  0.0790
H 3.28823 3.66738 0.94546  0.1310
H 4.58702 2.57090 1.24783  0.1163
C -2.50387 -3.09232 0.44898  -0.8246
O -1.72902 -2.22844 0.38978  0.0043
N -2.39723 -4.18273 -0.26333  0.1926
N -3.46774 -3.16346 1.32583  0.1853
H -1.60776 -4.18520 -0.89327  0.1348
H -3.01792 -4.96152 -0.09500  0.1189
H -3.74807 -2.29296 1.75450  0.1203
H -3.99501 -4.02184 1.25323  0.1167
C -1.40848 3.97120 -0.18032  -0.7071
O -1.83282 3.35312 -1.14675  0.0309
N -2.07220 4.80931 0.60163  0.1592
N -0.22294 3.78345 0.38380  0.1584
H -1.71459 5.30683 1.40456  0.1146
H -3.05404 4.84610 0.36769  0.1217
H 0.11569 4.50968 0.99864  0.1106
H 0.39838 3.07009 0.03000  0.0546
C 1.34210 -2.10609 2.86028  -0.7045
O 1.96053 -3.04414 2.34986  0.0196
N 1.87932 -1.23118 3.63631  0.1696
N 0.07372 -1.83798 2.46543  0.1425
H 2.73944 -1.52395 4.07743  0.1388
H 1.33112 -0.54635 4.13690  0.1281
H -0.16276 -2.58225 1.82494  0.0929
H -0.57570 -1.23972 2.95578  0.1060
C -4.24737 0.45705 -1.57874  -0.7016
O -4.35280 1.01719 -2.65264  0.0598
N -3.29723 0.83304 -0.71471  0.1262
N -5.11596 -0.38514 -0.97374  0.1583
H -3.28238 0.58099 0.26323  0.0801
H -2.88784 1.71893 -0.97488  0.0596
H -4.70287 -0.77471 -0.13846  0.0743
H -5.89435 -0.78455 -1.47840  0.1159

Output
Max |F|: 6.95 eV/A
Energy above the lowest of the compared OMol25 structures with the same formula, charge and spin: 109.2 kcal per mole
HOMO-LUMO gap: 8.85 eV
Total charge: +1
LUMO energy: -2.7 eV

***

Question: Look up the max |F| of the second one.
Answer: 2.96 eV/A